No. 1
21
Properties=species:S:1:pos:R:3 method="wB97M-V/def2-TZVPD" lumo_ev=0.75 mol_weight_g_mol=159.2 max_force_ha_per_bohr=0.091 charge=0 de_lowest_kj_mol=223.2
N 3.97 -0.24 0.07
C 2.50 0.05 0.12
C 1.79 -1.10 -0.23
C 0.39 -1.16 -0.45
C -0.37 0.02 -0.17
N -1.73 -0.06 -0.01
C -2.63 0.28 -1.03
C -3.85 0.10 -0.42
N -3.68 -0.33 0.89
C -2.42 -0.41 1.13
C 0.38 1.17 0.11
C 1.82 1.21 0.17
H 3.91 -0.90 0.94
H 4.43 0.55 0.43
H 2.48 -1.87 -0.54
H -0.04 -2.17 -0.62
H -2.39 0.78 -1.94
H -4.76 0.23 -1.01
H -2.00 -0.37 2.12
H -0.16 2.10 0.13
H 2.37 2.11 0.30

=====

No. 2
23
Properties=species:S:1:pos:R:3 method="wB97M-V/def2-TZVPD" lumo_ev=0.12 mol_weight_g_mol=191.2 max_force_ha_per_bohr=0.116 charge=0 de_lowest_kj_mol=509.6
O -2.82 -2.55 2.40
C -2.09 -2.14 1.56
C -1.75 -2.88 0.34
C -0.80 -2.33 -0.50
N 0.06 -1.32 -0.14
C -0.13 -0.60 0.97
O 0.55 0.22 1.47
N -1.17 -1.02 1.67
H -2.52 -3.74 0.08
H -0.79 -2.76 -1.57
H 0.65 -1.02 -0.81
H -1.06 -0.46 2.56
C 0.68 1.34 -0.48
C 0.99 2.61 -0.11
C 1.70 3.38 -1.03
N 2.18 2.95 -2.18
C 1.89 1.73 -2.49
C 0.95 1.04 -1.87
H -0.06 0.74 0.05
H 0.92 2.72 0.97
H 2.05 4.46 -0.63
H 2.26 1.39 -3.39
H 0.56 0.16 -2.14

=====

No. 3
24
Properties=species:S:1:pos:R:3 method="wB97M-V/def2-TZVPD" lumo_ev=0.00 mol_weight_g_mol=223.3 max_force_ha_per_bohr=0.031 charge=0 de_lowest_kj_mol=91.5
C -2.11 -1.43 1.41
N -2.66 -0.48 0.49
C -3.73 -0.62 -0.33
N -3.89 0.44 -1.07
N -2.93 1.31 -0.75
C -2.19 0.76 0.17
S -0.78 1.48 0.92
C 0.13 1.83 -0.64
C 0.69 0.48 -1.02
O 0.05 -0.35 -1.62
C 2.03 0.20 -0.51
C 2.78 -0.95 -0.61
C 4.00 -0.69 0.04
C 3.91 0.61 0.48
O 2.74 1.15 0.15
H -1.47 -0.92 2.12
H -2.92 -1.94 1.94
H -1.52 -2.18 0.87
H -4.36 -1.49 -0.36
H -0.60 2.20 -1.36
H 0.89 2.57 -0.40
H 2.47 -1.86 -1.08
H 4.83 -1.35 0.16
H 4.61 1.22 1.01

=====

No. 4
26
Properties=species:S:1:pos:R:3 method="wB97M-V/def2-TZVPD" lumo_ev=-1.02 mol_weight_g_mol=357.8 max_force_ha_per_bohr=0.016 charge=0 de_lowest_kj_mol=28.9
Pd 1.37 0.55 -0.76
C -1.03 -2.01 1.60
C -0.45 -1.06 0.61
N 0.81 -0.96 0.35
N 1.70 -1.75 1.02
C 2.94 -1.49 0.64
N 3.91 -2.14 1.30
S 3.42 -0.46 -0.68
C -1.32 -0.09 -0.11
C -2.68 0.02 0.10
C -3.40 0.95 -0.65
C -2.74 1.75 -1.57
C -1.37 1.59 -1.72
N -0.70 0.69 -1.01
H -0.24 -2.64 2.01
H -1.78 -2.64 1.12
H -1.51 -1.47 2.41
H 3.67 -2.78 2.04
H 4.87 -1.98 1.05
H -3.18 -0.62 0.82
H -4.46 1.06 -0.50
H -3.27 2.48 -2.16
H -0.79 2.19 -2.41
S 2.41 4.98 -0.79
C 2.04 3.46 -1.18
N 1.77 2.36 -1.51

=====

No. 5
20
Properties=species:S:1:pos:R:3 method="wB97M-V/def2-TZVPD" lumo_ev=0.34 mol_weight_g_mol=147.2 max_force_ha_per_bohr=0.109 charge=0 de_lowest_kj_mol=214.5
O -1.18 2.68 0.19
C -1.20 1.41 -0.06
N -2.34 0.65 -0.15
C -2.25 -0.90 -0.24
C -0.94 -1.41 0.33
C 0.30 -0.64 -0.04
C 1.57 -1.11 -0.10
C 2.66 -0.18 -0.07
C 2.39 1.15 0.04
C 1.21 1.77 -0.07
C 0.13 0.87 -0.10
H -3.14 1.11 0.04
H -2.39 -1.19 -1.29
H -2.94 -1.56 0.29
H -0.81 -2.48 0.08
H -0.96 -1.67 1.49
H 1.78 -2.28 -0.18
H 3.70 -0.59 0.07
H 3.37 1.56 -0.15
H 1.05 2.80 -0.08

=====

No. 6
21
Properties=species:S:1:pos:R:3 method="wB97M-V/def2-TZVPD" lumo_ev=0.34 mol_weight_g_mol=163.2 max_force_ha_per_bohr=0.200 charge=0 de_lowest_kj_mol=652.5
C 3.15 -1.09 0.44
C 1.82 -0.27 -0.25
C 1.82 1.12 -0.45
C 0.54 1.86 -0.18
C -0.59 0.93 -0.37
C -0.51 -0.36 -0.56
C 0.64 -0.95 -0.32
N -1.68 -1.07 -0.35
C -2.80 -0.53 -0.12
O -3.88 -1.17 -0.01
C -2.81 0.76 0.35
O -1.81 1.72 -0.15
H 3.37 -0.45 1.52
H 2.79 -2.35 0.59
H 4.07 -0.84 -0.39
H 2.87 1.60 -0.44
H 0.39 2.96 0.44
H 0.78 -2.05 -0.43
H -1.63 -2.11 -0.91
H -2.69 1.01 1.44
H -3.84 1.26 0.16

=====

No. 7
21
Properties=species:S:1:pos:R:3 method="wB97M-V/def2-TZVPD" lumo_ev="0.82 / -1.04" mol_weight_g_mol=163.2 max_force_ha_per_bohr=0.116 charge=0 spin_multiplicity=3 de_lowest_kj_mol=172.1 s_squared=2.021
C -1.59 1.78 0.61
C -0.42 2.15 -0.25
C -2.02 0.59 0.73
C 0.74 1.59 -0.35
C -1.30 -0.55 0.02
C 1.97 -0.51 -0.74
C 1.03 -1.70 -0.18
C 1.58 0.53 0.28
C -0.05 -1.12 0.61
N -1.55 -1.05 -1.13
O -2.65 -0.85 -1.77
O 0.72 -0.09 1.28
H -2.10 2.61 1.13
H -0.66 3.00 -0.92
H -2.80 0.44 1.41
H 2.97 -0.88 -0.81
H 1.71 -0.27 -1.73
H 0.76 -2.55 -1.02
H 1.73 -2.31 0.53
H 2.41 0.91 0.84
H -0.45 -1.72 1.46

=====

No. 8
23
Properties=species:S:1:pos:R:3 method="wB97M-V/def2-TZVPD" lumo_ev=-0.10 mol_weight_g_mol=195.2 max_force_ha_per_bohr=0.093 charge=0 de_lowest_kj_mol=641.1
O -2.45 2.04 -2.34
N -1.39 1.82 -1.77
C -0.38 2.49 -1.25
C 0.51 1.48 -0.54
O 0.79 1.73 0.74
C -0.23 0.12 -0.75
C 0.70 -0.82 -1.59
C 1.34 -1.87 -1.13
C 1.15 -2.12 0.23
C 0.21 -1.52 1.00
C -0.64 -0.51 0.55
C -1.68 0.03 1.27
O -2.23 1.14 0.62
O -1.30 0.42 -1.55
H -0.19 3.56 -1.30
H 1.62 1.51 -1.01
H -0.05 1.58 1.27
H 0.90 -0.60 -2.67
H 2.10 -2.24 -1.75
H 1.69 -2.99 0.71
H 0.18 -1.79 1.94
H -2.13 -0.29 2.18
H -3.20 1.16 0.68